Record 1
The following is a quantum chemistry calculation of a structure of composition C44H58N6P2PtSSe, from the OMol25 dataset.

```
113
C44H58N6P2PtSSe, DFT ωB97M-V with the def2-TZVPD basis set
Pt -1.20 0.68 -0.85
N -3.49 0.75 -2.78
P -3.69 1.06 -1.08
C -5.38 0.50 -0.74
C -6.49 1.15 -1.28
C -7.76 0.64 -1.06
C -7.93 -0.51 -0.29
C -6.83 -1.16 0.25
C -5.55 -0.65 0.03
C -3.80 2.87 -0.92
C -2.98 3.72 -1.67
C -2.96 5.08 -1.42
C -3.74 5.62 -0.41
C -4.55 4.79 0.36
C -4.58 3.42 0.10
P -2.02 -0.14 -2.82
C -2.59 -1.86 -2.63
C -3.47 -2.39 -3.59
C -3.99 -3.66 -3.43
C -3.64 -4.42 -2.32
C -2.77 -3.91 -1.37
C -2.24 -2.63 -1.53
C -1.45 -0.11 -4.53
C -2.17 0.48 -5.57
C -1.67 0.43 -6.87
C -0.48 -0.22 -7.13
C 0.23 -0.82 -6.10
C -0.25 -0.76 -4.81
H -3.59 1.56 -3.37
H -6.36 2.04 -1.88
H -8.62 1.14 -1.48
H -8.93 -0.89 -0.12
H -6.97 -2.05 0.84
H -4.69 -1.17 0.44
H -2.36 3.31 -2.46
H -2.34 5.73 -2.03
H -3.73 6.69 -0.21
H -5.17 5.20 1.14
H -5.23 2.78 0.69
H -3.74 -1.80 -4.45
H -4.67 -4.05 -4.17
H -4.05 -5.41 -2.20
H -2.49 -4.50 -0.51
H -1.58 -2.21 -0.77
H -3.13 0.96 -5.39
H -2.24 0.88 -7.68
H -0.10 -0.26 -8.15
H 1.16 -1.35 -6.31
H 0.29 -1.25 -4.00
C 4.54 1.00 5.52
C 3.52 2.04 6.01
C 2.57 2.56 4.93
C 1.35 1.69 4.66
N 1.70 0.32 4.22
C 2.24 -0.01 3.04
Se 2.53 1.18 1.62
N 2.52 -1.33 3.06
C 3.18 -2.12 2.01
C 4.66 -2.36 2.33
C 5.54 -1.16 2.00
C 5.64 -0.87 0.51
C 2.14 -1.86 4.29
C 2.21 -3.15 4.79
C 1.75 -3.34 6.07
C 1.24 -2.27 6.83
C 1.17 -0.99 6.33
C 1.63 -0.81 5.03
H 5.29 0.80 6.28
H 5.06 1.36 4.63
H 4.08 0.04 5.27
H 4.07 2.88 6.42
H 2.94 1.63 6.85
H 3.13 2.72 4.00
H 2.18 3.54 5.22
H 0.71 2.14 3.90
H 0.76 1.58 5.56
H 3.05 -1.59 1.07
H 2.63 -3.06 1.92
H 4.99 -3.23 1.76
H 4.75 -2.62 3.39
H 6.54 -1.34 2.40
H 5.17 -0.27 2.53
H 5.88 -1.78 -0.05
H 6.41 -0.14 0.29
H 4.70 -0.47 0.11
H 2.62 -3.97 4.21
H 1.79 -4.33 6.51
H 0.89 -2.46 7.84
H 0.78 -0.17 6.93
N -1.06 1.90 0.96
H -1.20 1.34 1.79
H -1.78 2.63 0.94
H -0.15 2.34 1.02
C 2.74 1.25 -3.73
N 2.28 1.07 -2.34
C 1.87 2.31 -1.67
C 2.06 -0.11 -1.79
S 1.07 -0.26 -0.36
N 2.62 -1.22 -2.32
C 4.00 -1.22 -2.84
C 2.12 -2.55 -1.99
H 2.06 1.95 -4.21
H 2.71 0.32 -4.27
H 3.75 1.66 -3.77
H 2.28 3.14 -2.23
H 2.25 2.35 -0.66
H 0.78 2.39 -1.64
H 4.42 -0.22 -2.83
H 4.03 -1.61 -3.86
H 4.61 -1.86 -2.20
H 1.03 -2.58 -2.05
H 2.44 -2.87 -1.00
H 2.52 -3.25 -2.73
```

As for the total charge: +2. The value obtained for the calculated total energy is -153505.7476 eV. As for the HOMO-LUMO gap (alpha / beta): 6.4 / 5.9 eV. The multiplicity is 3.

Record 2
The following is a quantum chemistry calculation of a structure of composition C5H4AgO2 at a distorted geometry, from the OMol25 dataset.

```
12
C5H4AgO2, DFT ωB97M-V with the def2-TZVPD basis set
O 2.65 1.06 0.23
C 1.58 0.51 0.29
C 1.21 -0.65 1.07
C -0.05 -1.13 0.99
C -1.22 -0.62 0.37
H 1.99 -1.09 1.68
H -1.81 0.03 1.04
H -1.89 -1.34 -0.12
C -0.71 0.41 -1.13
O 0.40 1.17 -0.76
Ag -1.78 2.07 -1.87
H -0.37 -0.41 -1.79
```

As for the total charge: +1. The value obtained for the calculated total energy is -13329.5787 eV. As for the energy relative to the best compared isomer or geometry (same formula, charge and spin): 0.0 kJ/mol. As for the HOMO-LUMO gap (alpha / beta): 7.3 / 6.9 eV. The multiplicity is 3.

Record 3
The following is a quantum chemistry calculation of a structure of composition C6H8BeOP at a distorted geometry, from the OMol25 dataset.

```
17
C6H8BeOP, DFT ωB97M-V with the def2-TZVPD basis set
C -1.27 -1.06 -1.30
C -1.77 -0.51 -2.50
C -2.25 0.84 -2.23
C -2.02 1.07 -0.83
C -1.37 -0.09 -0.23
Be 0.55 -0.28 1.47
P 1.63 -1.96 0.90
H -0.90 -2.05 -1.16
H -1.81 -0.99 -3.49
H -2.69 1.55 -2.93
H -1.19 -0.28 0.88
H -2.28 1.98 -0.27
H 3.02 -1.84 0.54
H 1.18 -2.97 -0.03
H 1.67 -2.70 2.12
O 1.69 2.44 1.48
C 1.24 1.36 1.52
```

As for the total charge: -1. The value obtained for the calculated total energy is -18085.6261 eV. As for the HOMO-LUMO gap (alpha / beta): 4.9 / 4.9 eV.

Record 4
The following is a quantum chemistry calculation of a cluster of 3 separate species, C21H33Br4FNO5S2 in total at a distorted geometry, from the OMol25 dataset.

```
67
C21H33Br4FNO5S2, DFT ωB97M-V with the def2-TZVPD basis set
C -0.20 4.69 1.57
C -0.90 3.45 0.95
C -2.01 3.03 1.88
O -2.70 1.81 1.51
C -1.97 0.71 1.28
C -2.00 0.17 -0.03
C -2.74 0.86 -1.15
O -2.73 2.03 -1.29
O -3.35 -0.01 -1.96
C -3.08 0.18 -3.37
C -2.13 -0.89 -3.90
C -0.66 -0.44 -4.02
C -0.05 -0.54 -5.43
O 1.12 -1.38 -5.42
C 2.21 -0.78 -4.88
O 2.67 0.24 -5.26
C -1.34 -1.00 -0.31
C -0.63 -1.67 0.68
C 0.03 -2.97 0.27
F 0.65 -2.76 -0.94
C -1.05 -4.05 0.08
C -2.04 -4.15 1.25
N -0.57 -1.15 1.92
S 0.36 -2.00 3.14
C -1.24 0.02 2.25
S -1.18 0.55 3.93
H -0.21 5.54 0.90
H 0.84 4.45 1.80
H -0.66 4.95 2.52
H -0.14 2.68 0.81
H -1.29 3.72 -0.02
H -1.67 2.99 2.91
H -2.78 3.79 1.86
H -4.01 0.15 -3.92
H -2.65 1.16 -3.55
H -2.51 -1.19 -4.88
H -2.21 -1.79 -3.29
H -0.06 -1.04 -3.35
H -0.55 0.59 -3.68
H 0.20 0.45 -5.78
H -0.73 -0.99 -6.14
H 2.61 -1.32 -4.02
H -1.37 -1.43 -1.29
H 0.73 -3.34 1.01
H -1.61 -3.85 -0.83
H -0.55 -5.01 -0.02
H -2.58 -5.08 1.16
H -2.75 -3.33 1.26
H -1.51 -4.15 2.20
H -0.63 -2.25 4.02
H -0.21 1.47 3.82
Br 7.22 2.96 -1.99
C 6.52 1.54 -3.12
C 5.06 1.73 -3.43
Br 3.94 1.27 -1.90
H 6.72 0.60 -2.62
H 7.11 1.59 -4.04
H 4.74 1.07 -4.23
H 4.82 2.76 -3.69
Br -0.79 -2.07 6.54
C 0.90 -1.17 6.88
C 0.79 -0.09 7.93
Br -0.08 1.50 7.22
H 1.24 -0.77 5.93
H 1.59 -1.95 7.21
H 1.79 0.23 8.23
H 0.23 -0.39 8.81
```

As for the total charge: +1. The value obtained for the calculated total energy is -338589.8802 eV. As for the HOMO-LUMO gap: 7.1 eV.

Record 5
The following is a quantum chemistry calculation of a structure of composition C15H18Br33ClNOP at a distorted geometry, from the OMol25 dataset.

```
70
C15H18Br33ClNOP, DFT ωB97M-V with the def2-TZVPD basis set
C 0.94 1.25 -0.51
C 1.45 -0.27 -0.55
C 2.99 -0.52 -0.21
Cl 4.13 0.84 -0.66
P 3.35 -1.03 1.60
N 2.41 -2.50 2.07
C 1.27 -2.14 2.63
O 0.05 -1.85 2.74
H 0.51 1.54 -1.54
H 1.69 2.02 -0.11
H 0.03 1.28 0.22
H 1.27 -0.67 -1.63
H 0.77 -0.90 0.14
H 3.32 -1.44 -0.84
H 2.89 0.02 2.49
C -3.81 1.48 -0.24
Br -4.04 3.26 0.49
Br -2.77 1.50 -1.88
Br -3.07 0.25 1.07
H -4.80 1.11 -0.50
C 4.54 -3.22 5.74
Br 4.62 -5.14 5.45
Br 4.27 -2.26 4.08
Br 3.21 -2.75 7.08
H 5.51 -2.92 6.14
C -1.95 6.40 -0.52
Br -0.61 5.10 -1.05
Br -1.17 7.85 0.50
Br -2.97 7.04 -2.04
H -2.65 5.88 0.14
C -0.20 -4.29 -0.62
Br -0.71 -2.93 0.68
Br -1.20 -5.93 -0.36
Br -0.34 -3.64 -2.44
H 0.85 -4.52 -0.44
C 7.63 0.07 1.43
Br 9.35 0.96 1.45
Br 7.79 -1.83 1.78
Br 6.36 0.91 2.63
H 7.23 0.18 0.42
C 3.07 -8.33 2.86
Br 2.09 -9.00 4.40
Br 2.68 -9.36 1.26
Br 2.78 -6.43 2.59
H 4.13 -8.47 3.08
C 5.75 -6.52 -0.34
Br 5.58 -4.75 0.43
Br 6.87 -6.52 -1.93
Br 6.37 -7.82 0.97
H 4.75 -6.83 -0.65
C -4.68 5.78 -6.04
Br -4.92 7.57 -5.31
Br -3.64 5.80 -7.67
Br -3.94 4.56 -4.72
H -5.67 5.41 -6.29
C -4.96 10.80 -7.65
Br -5.13 9.64 -9.20
Br -3.29 11.78 -7.66
Br -6.49 11.98 -7.46
H -4.95 10.15 -6.77
C -3.11 -5.91 3.28
Br -4.07 -6.26 4.92
Br -1.24 -6.42 3.41
Br -3.97 -6.72 1.74
H -3.13 -4.83 3.12
C -7.70 4.50 1.00
Br -8.64 6.02 1.76
Br -8.70 2.85 1.21
Br -7.20 4.82 -0.85
H -6.77 4.38 1.57
```

The value obtained for the calculated total energy is -2352591.1412 eV. As for the HOMO-LUMO gap: 8.5 eV.

Record 6
The following is a quantum chemistry calculation of a structure of composition C3H7N3O2 at a distorted geometry, from the OMol25 dataset.

```
15
C3H7N3O2, DFT ωB97M-V with the def2-TZVPD basis set
C -1.31 1.21 -0.18
N -0.53 -0.02 -0.21
C -0.60 -1.06 0.56
C 1.19 0.31 -0.01
N 1.99 -0.65 -0.52
O -2.35 -1.16 0.23
N 1.52 1.42 0.48
O -0.09 -2.06 0.95
H -2.41 -2.06 -0.12
H 1.61 -1.58 -0.59
H 2.99 -0.58 -0.38
H 2.50 1.67 0.34
H -1.71 1.41 0.81
H -0.67 2.05 -0.47
H -2.14 1.12 -0.88
```

The value obtained for the calculated total energy is -11787.2133 eV. As for the energy relative to the best compared isomer or geometry (same formula, charge and spin): 395.6 kJ/mol. As for the HOMO-LUMO gap: 10.2 eV.

Record 7
The following is a quantum chemistry calculation of an isolated molecule of C3H6BrClN2 at a distorted geometry, from the OMol25 dataset.

```
13
C3H6BrClN2, DFT ωB97M-V with the def2-TZVPD basis set
C -0.45 -1.02 0.70
C -0.31 0.50 0.45
C 0.95 0.01 -1.49
N 0.61 -1.95 0.23
N 0.02 0.60 -0.94
Cl 2.06 -1.72 1.16
Br -1.94 1.10 -2.10
H -0.73 -1.40 1.66
H -1.22 -1.30 -0.01
H -1.26 0.97 0.69
H 0.43 0.98 1.03
H 1.10 -1.72 -0.86
H 1.17 -0.21 -2.51
```

The value obtained for the calculated total energy is -88748.4930 eV. As for the energy relative to the best compared isomer or geometry (same formula, charge and spin): 255.1 kJ/mol. As for the HOMO-LUMO gap (alpha / beta): 7.7 / 7.4 eV.

Record 8
The following is a quantum chemistry calculation of an isolated molecule of C20H21FN4O2, from the OMol25 dataset.

```
48
C20H21FN4O2, DFT ωB97M-V with the def2-TZVPD basis set
C -4.38 -3.81 2.73
C -4.17 -2.32 2.92
O -4.93 -1.66 3.59
C -3.01 -1.76 2.23
C -2.07 -2.47 1.44
C -1.14 -1.56 0.99
C 0.02 -1.81 0.13
C 1.31 -1.43 0.49
C 2.38 -1.68 -0.35
C 2.15 -2.32 -1.55
F 3.19 -2.57 -2.37
C 0.89 -2.74 -1.92
C -0.17 -2.48 -1.08
N -1.49 -0.32 1.48
C -0.84 0.91 1.10
C -1.18 1.28 -0.36
C -0.09 2.18 -0.94
O -0.24 3.37 -1.13
N 1.05 1.50 -1.19
C 2.24 2.02 -1.67
C 2.54 3.32 -2.10
C 3.87 3.26 -2.49
C 4.77 4.30 -3.04
N 4.27 1.99 -2.28
N 3.29 1.22 -1.78
C -2.62 -0.43 2.22
C -3.28 0.74 2.86
H -5.27 -4.12 3.27
H -3.52 -4.35 3.11
H -4.49 -4.04 1.68
H -2.05 -3.52 1.24
H 1.49 -0.97 1.45
H 3.38 -1.37 -0.08
H 0.75 -3.26 -2.86
H -1.17 -2.80 -1.35
H -1.17 1.70 1.77
H 0.24 0.80 1.21
H -1.25 0.37 -0.96
H -2.13 1.81 -0.40
H 1.10 0.50 -1.00
H 1.88 4.16 -2.12
H 4.24 5.24 -3.13
H 5.63 4.45 -2.38
H 5.15 4.00 -4.02
H 5.17 1.58 -2.46
H -3.57 1.48 2.12
H -2.61 1.22 3.58
H -4.16 0.39 3.38
```

The value obtained for the calculated total energy is -33854.7136 eV. As for the SMILES: CC(=O)c1cc(-c2ccc(F)cc2)n(CCC(=O)Nc2cc(C)[nH]n2)c1C. As for the energy relative to the best compared isomer or geometry (same formula, charge and spin): 103.0 kJ/mol. As for the HOMO-LUMO gap: 8.8 eV.